No. 1
Formula: C41H85IN2O18P
Source: the OMol25 dataset
Level of theory: the ωB97M-V functional and the def2-TZVPD basis

Summary:
* HOMO: -10.6 eV
* gap between HOMO and LUMO: 0.2746 Eh
* electronic energy: -101103.0087 eV
* max |F|: 0.104 hartree/bohr
* lowest unoccupied orbital energy: -3.2 eV
* total charge: +1

```
148
C41H85IN2O18P (the ωB97M-V functional and the def2-TZVPD basis)
C -2.55762 -5.24192 2.03539
H 6.16500 0.44192 0.58779
H -3.71178 -3.56321 0.90642
H -0.10058 6.03507 -1.12812
C 5.25692 1.21729 -4.74080
H -3.16936 -9.31359 -0.96569
H -1.73678 -5.47718 6.22444
H 1.51438 0.56199 3.49281
H 5.33188 -3.22561 1.74486
H -0.46058 8.01137 -2.60695
O 5.93662 4.03358 -6.19550
H -4.32214 3.69364 5.99334
C 0.96157 1.56468 3.32280
H -0.82684 -0.80532 4.78909
O -3.96496 4.47956 1.74002
O -2.05910 3.17470 4.99920
C 2.49650 -0.00293 -2.67958
C -4.33484 4.04231 4.89407
H 7.14614 -1.81407 1.00290
H -5.19238 -0.31470 2.13738
C 6.01388 -3.23663 2.59821
H 0.30266 0.76643 -2.68416
H 1.78769 1.64141 -0.58747
O 6.43405 -1.92754 2.95931
O -1.22159 4.74491 -2.32805
H 5.49033 0.48508 2.22418
H 1.49960 -0.09849 0.10036
I -4.80101 3.85612 -1.60483
H -1.18396 -3.67330 -0.63485
C 4.72136 4.37005 -5.53128
C -0.43432 1.07690 1.31920
P -1.53408 -2.21465 3.28135
H 7.73699 -0.59531 2.14248
N -3.04970 1.18964 1.33407
O -0.27986 1.14208 -0.14455
H -1.81572 6.42330 -1.33951
C 1.05852 0.74568 -0.54531
H -4.74340 5.10864 4.89456
C -0.60189 7.00309 -3.00810
H -2.64058 -1.63027 -0.22117
H -3.58739 -7.95704 -4.58909
H -2.06558 3.54922 0.00560
C 3.04901 -1.52650 -2.58890
H 3.08428 0.05117 1.90551
H -4.31553 -1.98142 2.47976
C 3.56898 -0.92696 1.82449
C -2.82762 3.95613 4.37542
H 3.20320 0.75328 -2.18701
H 2.78462 5.20868 3.54342
H -3.01708 -4.91400 -0.11136
C -1.87343 -5.01617 5.18344
C -3.44816 1.18965 -0.10036
H 5.49366 -3.67491 3.45206
H 1.99956 4.71011 1.96751
C 5.71255 3.34818 -7.42051
C -1.74024 3.43392 1.09100
C -1.64476 -0.98546 1.78865
H -4.59162 -8.98055 -3.54732
C -0.12408 3.85227 -2.17152
H 2.38726 0.22127 -3.79571
C -1.75141 1.92617 1.64670
C 3.18800 3.06266 3.00582
H 1.38426 3.59479 4.33923
H -0.01716 1.48178 3.90437
C -4.33392 -1.03274 1.85128
H 3.53660 3.74922 -3.85649
H -3.43176 -7.91944 0.10640
C 2.97977 4.61323 2.57592
H -5.00805 3.29313 4.34336
H 0.06960 6.63892 -5.64579
H 2.57291 -2.08663 -3.47347
H -2.71866 -6.88138 4.10238
O 0.61616 6.63808 -3.65242
O -5.83685 1.91138 0.37562
H -3.75056 0.19061 -0.54692
H 5.25950 3.38438 -3.67069
H -4.52447 -1.33926 0.77103
N 0.82548 1.72576 1.84213
C -5.75912 -7.30974 -1.21437
H 0.81101 4.28928 -2.52818
C -1.67716 -1.77478 0.38637
H -0.02281 3.56905 -1.11906
O 4.62884 -0.86100 0.88106
H -6.68067 -7.37023 -0.62706
C -4.77390 2.12744 -0.24238
C -2.78910 -4.21779 0.78301
O -2.28566 4.73431 3.28625
H 6.18136 1.67276 -5.10175
H -6.72247 -7.95669 -3.05145
H 3.87768 5.04046 2.01184
C -1.43637 -3.36265 0.45152
C -6.12642 -7.11573 -2.68151
H 0.59768 -2.52057 2.58191
H 0.90521 2.69602 1.51887
C -3.65696 -8.34041 -0.87843
H 4.18502 -1.58144 -2.60933
H 4.98693 2.53940 -7.30886
C 6.85320 -1.16126 1.83218
H -3.25856 -7.68397 -1.65557
H 6.88612 -3.85453 2.36503
H -5.28073 -8.25886 -5.03050
O 4.14453 2.09484 -4.87371
C -2.98210 -0.13953 2.02803
H -0.87603 -4.91710 4.64095
H 5.37254 0.92385 -3.69261
H -0.74406 3.97300 1.20394
H 5.36457 4.05345 -8.18133
C -2.77335 4.26038 2.02818
H 5.05602 0.32189 -5.33334
H -5.17666 -6.45993 -0.84005
H -2.69202 1.65857 -0.82433
H -1.42826 7.03971 -3.72603
O -5.05943 -8.53531 -1.01317
H 3.88562 4.40342 -6.23884
C -2.99947 -5.79051 4.30994
O -4.96378 -6.92348 -3.48516
O -1.66281 -6.13522 1.93208
H 0.64099 -0.95636 -1.91038
H 2.41776 2.18020 4.90166
H -3.77894 1.73781 1.85018
O 0.09904 -2.80538 3.39048
H -0.33291 2.95294 -2.75557
H 4.85203 5.37518 -5.11797
H 2.61464 -1.99548 -1.62606
H -2.99706 0.12703 3.15714
C 0.99826 0.12428 -2.05049
H 1.34246 5.49115 -5.18189
H 2.83270 -1.64956 1.46123
C -0.92094 6.05856 -1.85453
O -1.67852 -1.32219 4.76617
H -1.76722 2.03575 2.80094
H -0.34322 5.14336 -4.75786
H -0.53925 -3.69748 1.06718
H 6.66112 2.91972 -7.74930
C 1.95603 2.68186 3.96821
H -2.24601 -3.93840 5.36797
H 3.30328 2.39489 2.08967
C 5.77115 -0.17858 1.39872
H 3.91769 -1.25242 2.80733
C -4.59464 -8.09984 -4.19310
H -3.92082 -5.84323 5.00627
O -0.39487 -0.25118 1.84841
C 0.39659 5.93908 -4.87112
C 4.43069 3.40502 -4.38684
O -3.42898 -5.05074 3.13695
H 4.14932 2.98023 3.61450
H -6.73157 -6.20822 -2.77483
H -0.83527 -1.36138 -0.28898
```


No. 2
Formula: C41H88F18N5O23PS6
Source: the OMol25 dataset
Level of theory: the ωB97M-V functional and the def2-TZVPD basis

Summary:
* HOMO: -5.6 eV
* gap between HOMO and LUMO: 0.1070 Eh
* electronic energy: -221682.6864 eV
* max |F|: 0.096 hartree/bohr
* energy above the lowest of the compared OMol25 structures with the same formula, charge and spin: 306.3 kcal per mole
* lowest unoccupied orbital energy: -2.7 eV
* total charge: 0

```
182
C41H88F18N5O23PS6 (the ωB97M-V functional and the def2-TZVPD basis)
H 6.44975 14.09001 -21.08566
H 4.93551 16.60877 -19.18129
C -0.30629 11.80818 -24.85658
C 5.53100 15.86800 -21.13391
H 8.14540 20.86821 -24.86994
H 0.62042 15.68433 -18.46245
F 11.72017 14.04958 -18.18826
O 9.39031 19.84308 -15.13423
S 4.03161 11.54242 -14.37778
H -4.38146 9.48376 -23.92799
H 0.26740 31.44844 -15.38528
F 7.17309 21.67841 -16.58376
C 6.55324 27.62971 -14.69112
P 2.69015 27.53366 -16.37739
O 9.37960 11.04989 -17.37896
O 6.16734 3.78151 -25.93394
H -3.34545 13.28619 -16.99841
H -3.76141 14.88791 -17.55771
C 2.92035 24.79626 -19.60916
H 5.82421 27.37384 -16.69099
H 6.63624 16.26641 -19.19423
O 7.33592 16.49047 -28.00548
H -0.71862 24.20720 -15.67868
H -2.05839 15.26147 -19.69314
H 3.39487 31.94543 -15.39337
H 2.14067 25.28857 -20.19040
H 3.21768 29.85738 -17.05573
N -1.66905 14.44478 -17.89129
C -0.88037 13.23160 -18.42585
C 6.72756 28.82192 -13.70902
H 1.86551 25.09007 -17.78638
H 1.53447 29.49467 -16.88558
H 7.14756 28.43043 -12.78250
H -0.03039 26.87010 -17.46531
C 8.75684 20.91958 -22.85962
F 8.49342 22.82017 -15.08401
H 0.88315 33.02886 -15.00539
H 5.01776 7.41513 -25.36261
O 10.88115 21.28922 -16.39716
C 4.10284 27.18519 -15.36994
H -0.14722 12.85813 -25.10237
H 1.23628 32.30453 -16.55432
C 6.15738 13.99424 -28.64277
H -2.42875 24.56590 -16.06482
H 1.81542 29.53075 -14.35635
C 2.57586 30.01844 -14.96625
O 9.30212 12.50770 -19.31352
H 5.57226 3.18089 -22.97380
F 8.63104 23.04765 -17.23306
H 2.91971 22.98478 -20.63151
O -3.83827 8.80005 -24.32685
O 0.17457 15.43340 -20.42478
H 6.52051 6.41836 -25.33509
F 2.63770 9.71445 -19.93620
S 4.54085 7.80495 -20.32041
O 4.37167 6.44622 -20.77191
H -3.80556 11.90668 -24.81881
H 2.50142 31.75207 -13.87854
N -1.73884 11.41993 -25.31178
H 4.98937 12.77886 -22.61741
C -3.17662 14.00148 -17.80337
O 7.41259 14.81347 -26.24947
H -1.18772 13.84798 -15.91608
C 2.16835 19.73524 -14.71458
C 2.50579 29.33326 -16.41806
H -0.92998 11.63738 -27.27249
C 5.19053 2.93770 -23.96539
F 2.11585 20.34571 -15.93015
C 5.68517 15.95390 -19.62542
N 5.97140 14.63986 -21.78491
H 5.48461 1.96110 -24.34993
H 11.74057 20.06274 -21.21796
H 0.19094 13.43255 -18.42645
H 3.66311 25.07606 -17.68292
F 11.89454 12.69235 -16.45071
O 3.52312 12.50398 -15.35583
O 3.40566 21.94268 -13.53763
H 8.64433 19.29131 -24.39629
H 5.46670 14.99384 -19.15781
H 3.51519 29.72582 -14.49708
C 2.78695 23.25993 -19.58519
C 11.50569 12.83250 -17.71062
C 8.18273 20.19990 -24.00966
H -2.08910 12.87448 -26.73818
H 4.11732 13.48058 -21.28307
F 1.07731 19.02612 -14.53825
H 3.75835 27.30918 -18.56626
C -2.79508 12.17088 -24.50700
F 2.60576 8.77835 -21.87472
S 9.62748 12.42074 -17.87055
H 6.60835 14.78775 -22.55467
H 4.18986 14.31402 -22.87608
C 5.42697 27.77208 -15.75734
O 8.40615 21.95410 -22.45853
H 0.52331 11.31410 -25.36231
O 2.62082 20.19154 -12.09955
H -1.67309 9.75519 -23.96236
F 1.92549 11.79910 -12.67441
H -2.02549 16.49935 -18.37404
C -0.10325 27.16633 -16.41887
H 4.12268 2.78736 -23.80665
H -1.15691 13.05228 -19.46483
H 9.43719 19.66704 -21.19625
C 2.49229 10.78607 -13.39996
S 9.54370 20.69436 -16.36006
H 2.02183 27.58734 -18.58824
C 1.18976 26.76622 -15.65995
C -3.33284 9.36755 -25.51440
H -3.23990 8.52750 -26.20271
H -2.84129 11.89378 -23.45383
H 6.44064 26.68986 -14.15066
H -3.42287 13.69163 -18.81897
C 2.79606 25.43281 -18.23884
F 1.89837 7.72554 -19.98420
H 7.45074 27.43841 -15.27933
H -4.04680 10.07491 -25.93628
H -2.29939 26.86986 -16.15429
H 5.32885 6.30454 -26.65371
H 1.17617 26.98872 -14.59298
H 5.24452 28.80482 -16.05444
C 11.07414 20.79686 -21.67077
O 5.44425 8.57128 -21.20319
C 4.74191 13.72774 -22.14150
H 3.77684 5.30704 -24.97347
O 4.91129 7.86931 -18.90380
C -1.40077 24.92002 -16.14199
F 6.29375 14.09946 -29.91086
H 3.53793 22.72720 -19.00181
H 10.66517 21.46160 -20.90986
O 9.27313 19.94416 -17.58831
C 8.35843 22.18785 -16.29368
C -0.07616 16.08211 -19.20045
C -1.35151 26.45815 -15.80772
C 2.81409 27.01062 -18.11092
H -1.22321 12.30909 -17.95729
F 2.87720 9.77952 -12.69495
H 4.67676 5.45048 -23.75017
O 5.10421 16.80748 -21.76920
H 11.52940 21.40757 -22.45043
F 4.94374 14.34331 -28.30682
H -0.06012 14.98933 -16.50210
F 3.27865 18.96742 -14.65564
N 4.76110 5.31095 -24.74693
C -1.92755 9.91500 -25.01013
O 8.80887 14.57963 -28.31875
C 5.45871 6.44236 -25.58028
C 1.14381 32.08798 -15.49006
C 5.42703 3.97279 -24.99279
N 9.76594 20.02288 -22.08248
H -2.54045 13.21484 -24.68978
H -0.11540 15.95758 -21.17494
O 4.77078 12.28640 -13.34682
H -1.25918 26.70027 -14.74898
S 2.29907 20.99404 -13.29332
C 2.75609 8.58956 -20.53722
C -1.12794 14.77074 -16.49317
F 12.24680 11.96469 -18.43714
H 1.82252 22.89811 -19.22873
H -2.68182 11.26026 -27.26264
F 6.29437 12.68986 -28.30926
H 7.34600 29.62775 -14.10434
C -1.87976 11.80510 -26.76468
H 3.82161 25.13231 -20.12191
H 3.87619 27.58469 -14.38144
C -1.50752 15.66237 -18.84230
H -1.11961 24.88202 -17.19442
H 7.13669 19.97831 -23.79801
F 1.64551 10.35245 -14.33566
H 0.11838 17.15115 -19.28653
H 4.06710 26.10425 -15.23433
H 5.74991 29.19468 -13.40349
C 2.49974 31.51666 -14.94282
H 10.16739 19.29282 -22.65340
H 1.29864 25.68310 -15.71558
H -0.24645 11.79217 -23.76835
S 7.56276 15.05961 -27.71213
H -1.05890 9.39222 -25.41043
H -1.78174 15.50970 -16.02993
H -0.14408 28.25430 -16.36646
O 4.76417 10.38527 -14.85449
O 8.90730 13.39869 -17.06415
O 0.98990 21.68429 -13.16475
```


No. 3
Formula: C41H92N2O21P5Ti
Source: the OMol25 dataset
Level of theory: the ωB97M-V functional and the def2-TZVPD basis

Summary:
* HOMO (alpha / beta): -8.7 / -10.3 eV
* gap between HOMO and LUMO (alpha / beta): 0.2264 / 0.1256 Eh
* spin multiplicity: 5
* electronic energy: -159547.8667 eV
* max |F|: 0.083 hartree/bohr
* lowest unoccupied orbital energy (alpha / beta): -2.5 / -6.9 eV
* total charge: +1

```
162
C41H92N2O21P5Ti (the ωB97M-V functional and the def2-TZVPD basis)
H -6.69062 0.96738 -2.44674
C -2.03971 -3.82835 0.17417
C 3.02271 2.33208 2.25687
H 6.96028 -1.04200 -0.86392
C -0.48126 1.39274 5.29475
O -3.65235 0.80210 7.52339
H 1.35093 -3.48459 0.47980
C -2.84489 -2.10461 4.00403
C 2.41607 -3.52712 0.25222
H 2.32402 -1.72271 -2.97845
H -3.11249 -7.20742 4.20745
H -3.99031 -1.96847 5.77615
O 3.50901 -2.22951 2.73181
H 1.53021 6.11452 -0.53588
H -1.50159 -7.02307 5.02823
H -1.73085 -8.47334 2.33492
O -1.71558 1.54553 5.94680
C 3.91359 -0.39898 -9.08378
P -1.63736 5.74127 0.59835
H 4.16647 0.71866 3.00346
H -3.99474 1.50037 -2.93821
H -0.03128 0.45290 5.61462
C -1.30646 -3.69178 -1.19595
C 1.98936 -7.29630 1.71683
C -1.29222 -7.80706 3.07773
P 3.55349 -1.46531 1.48457
P -2.58960 0.21793 6.39440
C -0.15639 0.10452 0.27178
C 3.14946 0.86737 2.64059
C -4.55536 1.86348 7.15747
O -2.07667 4.37092 -0.18484
C 2.91659 -0.96463 -3.49057
O -0.83431 5.14176 1.84608
P -1.08314 -6.15401 1.05411
H -1.26516 2.29127 3.48528
H 4.40007 -1.26068 -2.01431
N -3.71635 0.17260 -1.30658
P 1.88535 -0.11176 -5.72089
H -4.68529 1.98214 6.08178
H 0.45203 -8.39282 0.55790
H -5.33345 3.67140 0.54472
H -2.22941 -2.83468 0.58002
Ti -0.72104 -1.42010 -3.87308
O -3.54197 -0.07751 5.09216
H 1.46045 2.34592 -0.51472
C -1.77012 1.70113 -5.37940
H -4.45195 3.98666 7.42610
H 2.44338 -8.19664 2.13078
C 0.30420 0.50209 -1.16256
H 3.24290 3.00976 3.08172
H 2.20432 -5.05106 -1.32029
H -2.70695 0.17406 -1.34130
H 3.19682 3.87719 -5.00546
O -1.75006 -0.91434 6.93867
H -1.85045 -3.06432 -1.90198
H -2.91031 2.65779 -0.13882
H 1.20634 2.13134 -2.17251
C -0.76004 1.37068 3.77764
H 1.24048 4.40774 3.10522
C -3.06179 3.57779 0.42575
H -2.88849 3.30213 7.42837
H 3.64563 2.70435 1.44355
C 0.65578 5.10199 3.70875
H -3.04675 -3.16603 3.85999
C 2.11771 3.72354 -5.00541
H 6.17927 -2.80718 1.53290
H 4.81389 -0.05315 -9.59171
H 7.85983 -2.47468 -0.35859
H 0.02192 4.58912 -2.60046
H -0.35412 -3.17402 -1.08161
H 0.75981 4.65864 -0.09465
H 4.02684 1.15492 -7.50382
H -1.10438 -4.67076 -1.63053
H 5.06601 -0.49151 -3.46086
H 2.83873 -4.10341 1.07522
N -1.61392 2.02809 -4.05722
H -4.60023 4.44742 -0.89415
C -0.14611 6.00557 2.73448
C -2.21594 3.27202 -3.90017
H 1.35601 5.77070 4.20936
O -0.85850 -6.50336 2.64713
H 0.61739 0.51358 0.92143
H -1.25010 1.38927 -3.36465
H -3.12285 4.68546 -5.30044
H 2.00014 2.53993 1.94184
H -3.06085 -4.16367 -0.00728
C 1.13794 -7.54756 0.50173
C -3.91208 -1.43911 4.82654
H 0.54541 2.55038 -5.81240
H -4.06110 -0.94682 0.46434
H 3.80506 -4.31669 -1.34452
O 2.89653 -2.19918 0.16603
C 0.68097 5.36832 -2.21756
H -1.43896 0.74948 -5.76810
C 1.63534 2.53815 -5.80905
O 2.47145 -0.21268 -7.25573
C 5.96033 -2.16677 0.67848
H -0.35808 -8.28004 3.38067
H -2.38457 -8.48235 4.82254
H -0.16092 2.64816 -1.07050
H -2.79876 3.33182 1.45455
H 2.73278 -6.51600 1.55386
O -0.50823 6.34470 -0.33648
H 0.26045 6.19515 -2.78994
H -0.01041 4.56931 4.38738
C -2.68102 3.71851 -5.11021
C -5.85202 -0.22698 -0.77819
H 4.63136 -2.19194 -3.48992
H -0.76991 6.73189 3.25546
H -4.85626 -1.45030 4.28202
H 1.69520 -7.68124 -0.42548
H 2.05690 3.55144 -3.93080
O -2.73414 6.70216 0.97065
C 0.61114 5.55221 -0.70088
H 1.42884 -6.87563 2.55167
H 0.18718 2.18860 5.62326
H -1.86349 -2.09966 4.47829
H -1.35804 0.48422 3.56629
O 2.96411 -1.06344 -4.92111
H 7.79216 -1.09736 0.73279
H 1.69744 5.12986 -2.53067
H -2.30755 3.76738 -2.94485
O 5.06612 -1.09245 0.99349
H -4.00169 3.01613 8.85879
H 2.62969 -0.00361 -3.06368
H -0.13788 -0.96249 0.49368
H -5.55787 1.62682 7.51395
H -4.49476 5.21816 0.61438
H 5.47125 -2.86846 0.00281
O 2.20361 1.39896 -5.24206
C -2.09009 -7.57494 4.29529
H -1.18062 0.44341 0.42729
C 7.22450 -1.66173 -0.00706
O -0.62606 0.16364 -2.12969
C -2.41348 2.74156 -6.00583
H 3.13747 0.08591 -9.67592
O 2.84579 0.01297 1.52337
H 2.44809 -3.40923 -1.80752
C -4.51957 -0.40500 -0.34968
C 0.70171 1.99786 -1.21562
H -6.74232 -0.63203 -0.32025
H -2.69019 -1.74966 2.98512
C 4.33632 -1.21715 -3.10157
O 0.35498 -6.41303 0.36211
H 2.55137 0.54458 3.49276
C -4.47453 4.22507 0.16551
C 3.81344 0.09198 -7.61665
C -3.90354 3.11267 7.77752
H -2.60818 2.87564 -7.05965
C -4.46750 0.88709 -2.18536
O -2.21150 -6.82436 0.36101
H 1.18244 -0.12887 -1.29924
O -1.25607 -4.54562 1.11038
H 4.52377 -0.42121 -6.96843
H 1.92107 2.57469 -6.86030
H 1.62785 4.67931 -5.19154
H 0.11970 1.27866 3.14068
C -5.79863 0.63516 -1.93644
C 2.76322 -4.14892 -1.07155
H 3.65068 -1.45637 -9.05358
H 0.54104 6.57691 2.11039
O 0.46157 -0.55896 -5.70662
```